1.
# C8H30O7

7 unconnected molecules or ions with the total composition C8H30O7 (wB97M-V/def2-TZVPD, OMol25).

Summary:
LUMO energy in eV: 0.3241
HOMO energy in eV: -9.985
Gap between HOMO and LUMO in eV: 10.309
Multiplicity: 1
Energy relative to the best compared isomer or geometry (same formula, charge and spin) in eV: 3.985
SMILES string: CCO.CO.CO.CO.CO.CO.CO
DFT total energy in hartree: -849.30240

CARTESIAN COORDINATES (ANGSTROEM)
C  -1.11  2.05  0.01
C  -0.33  1.74  1.30
O  -0.01  0.34  1.43
H  -0.65  1.73  -0.93
H  -1.23  3.13  -0.04
H  -2.10  1.61  0.10
H  -0.98  1.96  2.15
H  0.60  2.28  1.45
H  -0.15  0.11  2.35
C  3.76  6.38  2.83
O  4.31  5.52  1.91
H  3.62  5.98  3.83
H  4.37  7.27  3.00
H  2.78  6.76  2.55
H  4.47  6.05  1.12
C  -1.14  -5.35  0.00
O  -1.82  -4.19  -0.58
H  -0.67  -5.90  -0.81
H  -0.28  -4.94  0.53
H  -1.80  -6.02  0.55
H  -1.83  -3.41  -0.02
C  -0.01  -2.30  -4.91
O  -1.06  -1.47  -4.34
H  -0.56  -3.02  -5.52
H  0.60  -1.71  -5.59
H  0.54  -2.85  -4.14
H  -1.33  -1.92  -3.53
C  4.64  -0.11  -0.02
O  4.28  -1.35  0.38
H  5.71  -0.03  -0.15
H  4.28  0.06  -1.04
H  4.26  0.60  0.71
H  3.35  -1.37  0.63
C  -6.51  2.43  -4.25
O  -6.94  2.47  -5.63
H  -6.40  3.45  -3.87
H  -7.22  1.82  -3.70
H  -5.55  1.94  -4.09
H  -7.89  2.37  -5.62
C  1.31  -3.87  5.20
O  0.37  -2.79  5.39
H  1.69  -4.20  6.17
H  0.83  -4.68  4.65
H  2.15  -3.46  4.65
H  -0.37  -3.11  5.90

Löwdin charges, unit e, in atom order: number 1, C, carries -0.082; number 2, C, carries -0.301; number 3, O, carries -0.105; number 4, H, carries 0.073; number 5, H, carries 0.069; number 6, H, carries 0.071; number 7, H, carries 0.104; number 8, H, carries 0.104; number 9, H, carries 0.069; number 10, C, carries -0.217; number 11, O, carries -0.094; number 12, H, carries 0.080; number 13, H, carries 0.075; number 14, H, carries 0.074; number 15, H, carries 0.082; number 16, C, carries -0.130; number 17, O, carries -0.147; number 18, H, carries 0.071; number 19, H, carries 0.072; number 20, H, carries 0.072; number 21, H, carries 0.063; number 22, C, carries -0.138; number 23, O, carries -0.140; number 24, H, carries 0.068; number 25, H, carries 0.075; number 26, H, carries 0.075; number 27, H, carries 0.059; number 28, C, carries -0.223; number 29, O, carries -0.103; number 30, H, carries 0.081; number 31, H, carries 0.076; number 32, H, carries 0.084; number 33, H, carries 0.084; number 34, C, carries -0.147; number 35, O, carries -0.132; number 36, H, carries 0.071; number 37, H, carries 0.073; number 38, H, carries 0.072; number 39, H, carries 0.063; number 40, C, carries -0.148; number 41, O, carries -0.139; number 42, H, carries 0.073; number 43, H, carries 0.073; number 44, H, carries 0.077; number 45, H, carries 0.065

2.
# C8H30O8

9 unconnected molecules or ions with the total composition C8H30O8 (wB97M-V/def2-TZVPD, OMol25).

Summary:
LUMO energy in eV: 0.2776
HOMO energy in eV: -9.733
Gap between HOMO and LUMO in eV: 10.010
Multiplicity: 1
Energy relative to the best compared isomer or geometry (same formula, charge and spin) in eV: 0.735
SMILES string: C=C(C)C(=C)CCC.O.O.O.O.O.O.O.O
DFT total energy in hartree: -924.70696

CARTESIAN COORDINATES (ANGSTROEM)
C  -1.44  -3.66  -1.28
C  -2.46  -2.61  -0.84
C  -2.41  -2.37  0.67
C  -1.19  -1.60  1.07
C  -0.28  -2.05  1.96
C  -1.83  0.76  0.80
C  -1.06  -0.27  0.44
C  0.01  -0.16  -0.59
H  -1.47  -3.80  -2.40
H  -1.65  -4.63  -0.83
H  -0.37  -3.36  -1.03
H  -2.31  -1.63  -1.36
H  -3.48  -2.94  -1.14
H  -3.33  -1.85  1.02
H  -2.34  -3.38  1.21
H  0.59  -1.50  2.30
H  -0.40  -3.00  2.43
H  -2.60  0.67  1.48
H  -1.78  1.76  0.37
H  0.96  0.18  -0.13
H  -0.22  0.54  -1.42
H  0.22  -1.14  -1.10
H  1.67  0.14  -2.89
H  2.16  1.58  -2.66
O  1.59  1.08  -3.21
H  0.09  3.11  -1.18
H  0.57  4.41  -0.44
O  0.62  3.45  -0.46
H  2.16  2.89  -1.00
H  3.25  1.82  -0.59
O  2.93  2.44  -1.35
H  3.07  0.03  0.59
H  2.57  1.27  1.30
O  3.28  0.89  0.81
H  3.20  -2.21  0.20
H  1.80  -1.98  0.77
O  2.46  -1.60  0.19
H  -3.07  -1.76  3.94
H  -2.07  -0.78  3.41
O  -2.98  -0.93  3.53
H  0.22  2.01  -2.98
H  -1.34  1.99  -2.73
O  -0.57  2.59  -2.69
H  0.89  2.57  0.98
H  0.22  1.49  1.91
O  1.01  1.99  1.76

Löwdin charges, unit e, in atom order: number 1, C, carries -0.116; number 2, C, carries -0.258; number 3, C, carries -0.177; number 4, C, carries -0.315; number 5, C, carries 0.049; number 6, C, carries 0.075; number 7, C, carries -0.335; number 8, C, carries -0.050; number 9, H, carries 0.084; number 10, H, carries 0.067; number 11, H, carries 0.080; number 12, H, carries 0.108; number 13, H, carries 0.116; number 14, H, carries 0.126; number 15, H, carries 0.136; number 16, H, carries 0.078; number 17, H, carries 0.063; number 18, H, carries 0.043; number 19, H, carries 0.081; number 20, H, carries 0.073; number 21, H, carries 0.064; number 22, H, carries 0.087; number 23, H, carries 0.091; number 24, H, carries -0.026; number 25, O, carries -0.058; number 26, H, carries 0.005; number 27, H, carries 0.098; number 28, O, carries -0.049; number 29, H, carries -0.023; number 30, H, carries 0.056; number 31, O, carries -0.107; number 32, H, carries -0.045; number 33, H, carries -0.012; number 34, O, carries -0.024; number 35, H, carries 0.071; number 36, H, carries 0.018; number 37, O, carries -0.039; number 38, H, carries 0.021; number 39, H, carries -0.010; number 40, O, carries -0.007; number 41, H, carries 0.034; number 42, H, carries 0.063; number 43, O, carries -0.106; number 44, H, carries 0.012; number 45, H, carries 0.018; number 46, O, carries -0.060

3.
# C8H31O7

A molecular structure, C8H31O7 (wB97M-V/def2-TZVPD, OMol25).

Summary:
LUMO energy in eV: -2.1155
HOMO energy in eV: -12.723
Gap between HOMO and LUMO in eV: 10.608
Multiplicity: 1
Energy relative to the best compared isomer or geometry (same formula, charge and spin) in eV: 6.692
DFT total energy in hartree: -849.51229
Charge: +1

CARTESIAN COORDINATES (ANGSTROEM)
O  -0.06  -0.86  -0.24
H  0.02  -0.59  0.66
H  0.07  -0.35  -0.99
H  -0.98  -1.39  -0.48
C  0.66  2.95  0.26
O  0.94  1.74  -0.41
H  -0.37  3.43  0.15
H  1.28  3.57  -0.28
H  1.02  2.71  1.52
H  1.70  2.08  -0.89
C  3.13  0.77  -2.41
O  3.22  2.04  -1.80
H  4.03  0.06  -2.02
H  3.69  0.73  -3.38
H  2.27  0.21  -2.15
H  3.93  2.57  -1.93
C  -3.14  0.42  0.70
O  -2.85  0.08  -0.63
H  -2.50  1.10  1.15
H  -2.88  -0.19  1.70
H  -4.20  0.73  1.07
H  -3.62  0.55  -1.01
C  -1.47  0.61  -3.39
O  -0.31  0.06  -2.87
H  -1.53  1.71  -3.15
H  -2.26  -0.16  -3.17
H  -1.37  0.69  -4.48
H  0.19  -0.07  -3.60
C  -2.71  -3.32  -0.13
O  -1.76  -2.92  -1.12
H  -3.50  -2.79  -0.20
H  -2.38  -3.31  0.95
H  -2.92  -4.37  -0.59
H  -1.63  -3.65  -1.61
C  1.06  -1.61  3.25
C  1.09  -0.19  3.07
C  2.41  0.28  2.47
O  -0.03  0.18  2.23
H  0.10  -1.99  3.31
H  1.41  -1.75  4.28
H  1.59  -2.09  2.48
H  0.86  0.19  3.97
H  3.18  -0.18  3.06
H  2.53  1.32  2.34
H  2.49  0.01  1.60
H  -0.40  0.97  2.71

Löwdin charges, unit e, in atom order: number 1, O, carries 0.247; number 2, H, carries 0.063; number 3, H, carries 0.039; number 4, H, carries 0.193; number 5, C, carries -0.130; number 6, O, carries -0.165; number 7, H, carries 0.098; number 8, H, carries 0.032; number 9, H, carries 0.153; number 10, H, carries 0.018; number 11, C, carries -0.134; number 12, O, carries -0.088; number 13, H, carries 0.124; number 14, H, carries 0.097; number 15, H, carries 0.045; number 16, H, carries 0.060; number 17, C, carries -0.206; number 18, O, carries -0.105; number 19, H, carries 0.017; number 20, H, carries 0.116; number 21, H, carries 0.122; number 22, H, carries 0.113; number 23, C, carries -0.144; number 24, O, carries -0.101; number 25, H, carries 0.111; number 26, H, carries 0.102; number 27, H, carries 0.087; number 28, H, carries 0.034; number 29, C, carries -0.086; number 30, O, carries -0.088; number 31, H, carries 0.000; number 32, H, carries 0.115; number 33, H, carries 0.138; number 34, H, carries 0.025; number 35, C, carries -0.046; number 36, C, carries -0.453; number 37, C, carries 0.011; number 38, O, carries -0.086; number 39, H, carries 0.067; number 40, H, carries 0.119; number 41, H, carries 0.086; number 42, H, carries 0.111; number 43, H, carries 0.105; number 44, H, carries 0.072; number 45, H, carries -0.018; number 46, H, carries 0.131

4.
# C8H32B3KO4

A molecular structure, C8H32B3KO4 (wB97M-V/def2-TZVPD, OMol25).

Summary:
LUMO energy in eV: 3.8349
HOMO energy in eV: -0.978
Gap between HOMO and LUMO in eV: 4.813
Multiplicity: 1
Energy relative to the best compared isomer or geometry (same formula, charge and spin) in eV: 1.206
DFT total energy in hartree: -1299.21501
Charge: -2

CARTESIAN COORDINATES (ANGSTROEM)
K  -0.67  0.21  1.31
B  -0.87  -2.67  3.27
H  -1.70  -2.11  2.61
H  -1.38  -3.60  3.88
H  -0.09  -3.24  2.52
H  -0.26  -1.89  3.97
B  2.31  -0.79  1.81
H  2.98  -0.40  2.75
H  1.99  0.19  1.20
H  2.92  -1.58  1.12
H  1.30  -1.30  2.18
B  -2.91  0.51  3.38
H  -2.89  1.62  2.85
H  -3.57  0.56  4.40
H  -3.40  -0.28  2.60
H  -1.80  0.14  3.61
C  1.00  3.19  0.20
O  -0.21  2.95  0.89
C  -1.30  3.66  0.35
C  -1.87  3.06  -0.93
O  -2.03  1.68  -0.87
C  -2.45  1.11  -2.08
H  1.69  2.39  0.47
H  1.43  4.16  0.49
H  0.90  3.15  -0.89
H  -1.00  4.69  0.12
H  -2.06  3.73  1.13
H  -1.17  3.31  -1.76
H  -2.79  3.58  -1.22
H  -2.42  0.03  -1.94
H  -1.77  1.37  -2.91
H  -3.47  1.43  -2.36
C  3.78  -2.38  -3.07
O  2.47  -1.91  -2.92
C  2.24  -1.50  -1.55
C  0.97  -0.68  -1.49
O  -0.09  -1.38  -0.89
C  -0.71  -2.34  -1.69
H  4.03  -3.17  -2.35
H  4.52  -1.57  -2.97
H  3.91  -2.77  -4.09
H  3.09  -0.94  -1.16
H  2.13  -2.39  -0.93
H  0.73  -0.21  -2.46
H  1.16  0.22  -0.89
H  -1.29  -1.89  -2.51
H  -1.36  -2.92  -1.04
H  0.00  -3.04  -2.15

Löwdin charges, unit e, in atom order: number 1, K, carries 0.634; number 2, B, carries -0.517; number 3, H, carries -0.097; number 4, H, carries -0.093; number 5, H, carries -0.080; number 6, H, carries -0.061; number 7, B, carries -0.449; number 8, H, carries -0.061; number 9, H, carries -0.100; number 10, H, carries -0.055; number 11, H, carries -0.089; number 12, B, carries -0.511; number 13, H, carries -0.085; number 14, H, carries -0.079; number 15, H, carries -0.068; number 16, H, carries -0.100; number 17, C, carries -0.103; number 18, O, carries -0.221; number 19, C, carries -0.200; number 20, C, carries -0.231; number 21, O, carries -0.195; number 22, C, carries -0.102; number 23, H, carries 0.077; number 24, H, carries 0.087; number 25, H, carries 0.084; number 26, H, carries 0.122; number 27, H, carries 0.127; number 28, H, carries 0.113; number 29, H, carries 0.128; number 30, H, carries 0.081; number 31, H, carries 0.092; number 32, H, carries 0.090; number 33, C, carries -0.156; number 34, O, carries -0.206; number 35, C, carries -0.188; number 36, C, carries -0.218; number 37, O, carries -0.241; number 38, C, carries -0.100; number 39, H, carries 0.089; number 40, H, carries 0.082; number 41, H, carries 0.074; number 42, H, carries 0.111; number 43, H, carries 0.128; number 44, H, carries 0.128; number 45, H, carries 0.090; number 46, H, carries 0.076; number 47, H, carries 0.104; number 48, H, carries 0.089

The lowest gap between HOMO and LUMO belongs to which entry?
C8H32B3KO4